This record from the OMol25 dataset describes a cluster of 12 separate species, C12H42N6O18 in total in a non-equilibrium geometry. The level of theory is ωB97M-V/def2-TZVPD.

Output
2S+1 = 1
SMILES = C[N+](=O)[O-].C[N+](=O)[O-].C[N+](=O)[O-].C[N+](=O)[O-].C[N+](=O)[O-].C[N+](=O)[O-].CO.CO.CO.CO.CO.CO
frontier orbital gap = 9.95 eV
M = 558.5 g mol⁻¹
E_tot = -2164.5683 hartree
E_LUMO = 0.2 eV

Cartesian coordinates (Å):
C 12.33 8.88 8.69
N 12.10 8.88 10.17
O 10.93 8.81 10.46
O 13.09 8.95 10.85
H 11.41 8.61 8.20
H 13.12 8.13 8.47
H 12.69 9.82 8.37
C 11.98 18.24 10.89
N 13.21 18.66 10.15
O 13.92 17.75 9.76
O 13.29 19.82 9.94
H 12.27 17.35 11.42
H 11.26 18.12 10.09
H 11.66 18.97 11.59
C 12.55 12.82 6.52
N 11.45 12.28 5.67
O 10.89 13.08 4.97
O 11.23 11.08 5.66
H 13.11 11.89 6.84
H 12.10 13.37 7.35
H 13.14 13.43 5.85
C 16.65 14.87 8.78
N 15.27 14.56 8.26
O 15.18 14.26 7.12
O 14.34 14.67 9.03
H 17.37 14.16 8.40
H 16.64 14.86 9.88
H 16.99 15.88 8.45
C 8.78 11.63 8.05
N 8.66 13.05 8.53
O 7.67 13.35 9.17
O 9.62 13.77 8.37
H 9.56 11.52 7.31
H 7.81 11.32 7.68
H 8.94 10.96 8.92
C 11.29 14.29 10.71
N 11.25 12.79 10.71
O 11.59 12.21 9.66
O 10.89 12.25 11.72
H 11.24 14.57 11.73
H 10.42 14.57 10.13
H 12.17 14.63 10.14
C 14.73 14.71 12.39
O 15.89 14.11 11.90
H 14.33 13.95 13.04
H 15.00 15.63 12.88
H 14.02 14.95 11.56
H 15.76 13.20 11.69
C 9.73 16.24 13.57
O 11.09 16.59 13.40
H 9.12 17.08 13.93
H 9.36 16.16 12.59
H 9.59 15.34 14.14
H 11.46 16.83 14.26
C 15.72 11.09 9.28
O 15.15 11.92 10.28
H 16.57 11.62 8.90
H 15.99 10.19 9.82
H 15.06 10.89 8.42
H 14.24 11.59 10.42
C 8.14 9.68 11.79
O 7.71 10.55 10.80
H 7.82 9.93 12.82
H 7.79 8.67 11.54
H 9.20 9.56 11.76
H 7.05 11.19 11.10
C 11.57 16.93 6.62
O 11.49 18.00 7.50
H 11.68 17.25 5.57
H 12.44 16.30 6.83
H 10.77 16.23 6.77
H 12.37 18.37 7.39
C 6.83 13.71 12.46
O 5.93 12.70 12.08
H 6.61 14.61 11.89
H 6.88 13.97 13.50
H 7.75 13.27 12.17
H 5.08 13.12 11.92

Results of the Löwdin charge analysis, in e, for atoms 1 through 2: C 0.0438; N -0.4424

---

This record from the OMol25 dataset describes a cluster of 10 separate species, C12H43BIN18O11S2 in total in a non-equilibrium geometry. The level of theory is ωB97M-V/def2-TZVPD.

Output
2S+1 = 1
frontier orbital gap = 5.60 eV
net charge = -1
M = 817.4 g mol⁻¹
E_tot = -3415.7477 hartree
E_LUMO = 1.3 eV

Cartesian coordinates (Å):
C -1.25 6.37 -1.77
C -2.73 6.33 -1.51
O -3.56 7.01 -2.42
B -4.90 6.65 -1.93
I -5.71 8.33 -0.59
O -4.73 5.41 -1.09
C -3.47 4.97 -1.43
S -2.85 3.72 -0.28
S -3.67 4.26 -3.15
H -1.04 6.86 -2.71
H -0.78 6.97 -1.00
H -0.77 5.39 -1.75
H -2.96 6.83 -0.56
H -5.75 6.53 -2.76
H -1.54 3.97 -0.17
H -2.48 3.66 -3.34
C -1.54 -0.41 -1.22
O -1.16 -0.29 -2.38
N -1.26 -1.53 -0.47
N -2.23 0.55 -0.56
H -1.54 -1.63 0.48
H -0.71 -2.25 -0.91
H -2.45 1.41 -1.03
H -2.54 0.45 0.39
C 1.56 2.54 -1.01
O 1.11 3.54 -1.54
N 2.82 2.53 -0.44
N 0.90 1.36 -0.93
H 3.23 1.73 0.00
H 3.33 3.40 -0.47
H -0.01 1.32 -1.36
H 1.29 0.54 -0.50
C 6.40 2.91 -2.71
O 6.75 1.89 -2.13
N 7.24 3.60 -3.54
N 5.15 3.44 -2.57
H 6.98 4.44 -4.02
H 8.17 3.23 -3.66
H 4.50 2.96 -1.97
H 4.86 4.28 -3.03
C 2.01 -1.17 1.41
O 2.32 -0.57 0.39
N 0.84 -0.93 2.06
N 2.82 -2.12 1.97
H 0.55 -1.39 2.91
H 0.24 -0.22 1.66
H 3.68 -2.31 1.51
H 2.60 -2.62 2.81
C 4.99 -4.24 4.28
O 3.84 -4.05 3.91
N 5.29 -4.58 5.56
N 6.06 -4.12 3.44
H 6.22 -4.74 5.90
H 4.52 -4.67 6.20
H 5.88 -3.88 2.48
H 7.01 -4.27 3.73
C 1.75 -7.13 1.54
O 1.60 -8.34 1.47
N 2.71 -6.56 2.30
N 0.95 -6.26 0.84
H 2.85 -5.57 2.39
H 3.32 -7.18 2.80
H 0.23 -6.65 0.27
H 1.06 -5.26 0.88
C 4.48 -10.33 1.42
O 4.76 -9.22 1.84
N 5.30 -11.41 1.63
N 3.34 -10.60 0.71
H 5.10 -12.33 1.29
H 6.15 -11.25 2.14
H 2.70 -9.84 0.55
H 3.11 -11.51 0.37
C -4.53 0.90 2.44
O -3.30 0.83 2.40
N -5.19 2.08 2.41
N -5.32 -0.22 2.51
H -6.19 2.15 2.43
H -4.65 2.92 2.34
H -4.85 -1.11 2.53
H -6.32 -0.19 2.54
C -8.66 5.97 -3.46
O -8.27 6.87 -2.74
N -7.89 4.87 -3.71
N -9.89 5.99 -4.09
H -8.18 4.11 -4.31
H -6.98 4.84 -3.28
H -10.47 6.79 -3.92
H -10.22 5.26 -4.69

Results of the Löwdin charge analysis, in e, for atoms 1 through 2: C -0.0237; C -0.4603

---

This record from the OMol25 dataset describes a cluster of 8 separate species, C12H44BNO8 in total in a non-equilibrium geometry. The level of theory is ωB97M-V/def2-TZVPD.

Output
2S+1 = 1
frontier orbital gap = 6.65 eV
M = 341.3 g mol⁻¹
E_tot = -1164.7850 hartree
E_LUMO = -1.7 eV

Cartesian coordinates (Å):
N 1.03 -33.80 -8.83
H 0.19 -33.47 -8.36
H 1.38 -34.55 -8.26
H 1.72 -33.07 -8.96
H 0.66 -34.20 -9.68
B -1.94 -32.67 -5.98
H -1.17 -31.99 -5.65
H -2.33 -32.50 -6.97
H -1.58 -33.68 -5.89
H -2.81 -32.56 -5.34
C -0.73 -39.81 -3.66
C 0.17 -41.01 -3.81
O 1.41 -40.55 -4.18
H -0.67 -39.00 -4.39
H -0.52 -39.48 -2.64
H -1.76 -40.17 -3.77
H -0.21 -41.62 -4.63
H 0.19 -41.61 -2.90
H 1.99 -41.30 -4.09
C -3.01 -34.92 0.51
C -3.22 -34.54 -0.95
O -2.16 -33.65 -1.30
H -2.61 -34.08 1.09
H -2.26 -35.71 0.54
H -3.91 -35.24 1.03
H -4.11 -33.93 -1.04
H -3.31 -35.42 -1.58
H -2.22 -33.47 -2.24
C -3.48 -28.34 -11.13
C -3.85 -26.83 -10.87
O -4.48 -26.32 -11.99
H -3.09 -28.78 -10.22
H -2.79 -28.53 -11.95
H -4.40 -28.90 -11.31
H -2.97 -26.24 -10.62
H -4.59 -26.75 -10.07
H -4.18 -25.42 -12.06
C 5.03 -34.19 -3.15
C 3.50 -34.16 -2.99
O 3.05 -34.41 -1.64
H 5.47 -35.18 -3.01
H 5.58 -33.53 -2.48
H 5.13 -33.94 -4.21
H 3.02 -34.98 -3.54
H 3.03 -33.27 -3.39
H 2.22 -33.93 -1.71
C -5.96 -29.46 -5.12
C -6.64 -30.24 -6.29
O -6.10 -31.56 -6.40
O -4.59 -29.10 -5.40
H -6.08 -30.01 -4.19
H -6.57 -28.58 -4.96
H -6.49 -29.80 -7.27
H -7.71 -30.31 -6.10
H -5.14 -31.51 -6.30
H -4.16 -29.95 -5.52
C -5.86 -37.01 -7.77
C -5.13 -36.45 -9.01
O -5.64 -35.21 -9.52
O -5.31 -36.50 -6.54
H -5.72 -38.08 -7.84
H -6.93 -36.80 -7.77
H -5.39 -37.10 -9.84
H -4.04 -36.53 -8.96
H -5.74 -34.64 -8.75
H -5.30 -35.55 -6.65

Results of the natural (NBO) charge analysis, in e, for atoms 1 through 2: N -0.8543; H 0.4898

---

E_HOMO in eV, matching the order above: -9.7; -4.3; -8.4